(1)
This record from the OMol25 dataset describes 3 unconnected molecules or ions with the total composition C36H82B2BrN4O9. The level of theory is ωB97M-V/def2-TZVPD.

```
134
C36H82B2BrN4O9, DFT ωB97M-V/def2-TZVPD
C 3.26 1.62 -6.08
C 3.26 1.43 -4.56
C 3.29 -0.05 -4.14
O 2.34 -0.40 -3.19
B 2.41 0.19 -1.82
N 3.84 0.44 -1.33
O 1.60 -0.72 -0.98
C 0.87 0.03 -0.05
C -0.34 -0.83 0.36
N -1.30 -0.18 1.25
C 1.72 0.34 1.21
C 2.29 -0.86 1.98
C 3.33 -1.69 1.22
C 2.78 -2.90 0.46
C 3.52 -4.21 0.71
C 4.90 -4.31 0.02
C 4.99 -3.58 -1.32
C 4.13 -4.18 -2.42
C 4.24 -3.37 -3.71
C 3.58 -4.00 -4.95
C 2.41 -4.94 -4.67
C 1.66 -5.22 -5.96
O 0.75 -6.32 -5.91
C 0.01 -6.43 -4.72
C 0.52 1.35 -0.89
C 0.48 2.63 -0.03
C -0.14 3.91 -0.60
C -1.66 3.98 -0.60
Br 0.50 4.37 -2.39
B -0.74 1.08 -1.86
O -2.05 1.06 -1.34
C -0.60 0.82 -3.40
C -0.71 -0.70 -3.68
O 1.68 1.48 -1.71
H 3.53 2.64 -6.36
H 3.97 0.94 -6.57
H 2.27 1.41 -6.50
H 2.38 1.90 -4.12
H 4.13 1.96 -4.15
H 4.31 -0.31 -3.82
H 3.09 -0.67 -5.03
H 4.48 -0.32 -1.53
H 4.23 1.28 -1.74
H -0.81 -1.21 -0.56
H 0.05 -1.72 0.87
H -2.21 -0.11 0.83
H -0.99 0.76 1.48
H 1.14 0.95 1.91
H 2.57 0.94 0.87
H 1.50 -1.52 2.36
H 2.77 -0.45 2.88
H 4.08 -2.05 1.94
H 3.86 -1.01 0.54
H 2.77 -2.68 -0.61
H 1.73 -3.04 0.72
H 3.66 -4.36 1.79
H 2.88 -5.04 0.38
H 5.14 -5.37 -0.12
H 5.67 -3.91 0.69
H 4.71 -2.54 -1.19
H 6.04 -3.57 -1.64
H 4.40 -5.23 -2.58
H 3.09 -4.17 -2.08
H 3.82 -2.37 -3.53
H 5.31 -3.24 -3.91
H 4.34 -4.52 -5.55
H 3.21 -3.19 -5.58
H 2.78 -5.89 -4.27
H 1.76 -4.47 -3.93
H 2.38 -5.48 -6.73
H 1.12 -4.32 -6.29
H 0.61 -6.84 -3.90
H -0.41 -5.47 -4.40
H -0.81 -7.12 -4.92
H -0.06 2.47 0.90
H 1.52 2.84 0.21
H 0.23 4.73 0.02
H -2.05 3.59 0.35
H -2.10 3.43 -1.42
H -1.96 5.02 -0.73
H -2.48 0.23 -1.58
H -1.45 1.32 -3.89
H 0.33 1.21 -3.80
H -1.73 -1.06 -3.52
H -0.03 -1.26 -3.04
H -0.44 -0.93 -4.71
C -6.22 7.47 3.66
O -5.94 7.33 2.28
C -5.78 8.54 1.56
C -4.33 8.81 1.21
N -3.54 9.12 2.38
C -2.09 9.16 2.17
C -1.39 7.93 1.63
O -1.32 6.84 2.53
C -2.49 6.06 2.63
H -6.57 6.50 4.01
H -5.34 7.75 4.24
H -7.00 8.21 3.83
H -6.19 9.38 2.13
H -6.35 8.44 0.64
H -4.30 9.66 0.52
H -3.96 7.94 0.65
H -3.75 8.46 3.11
H -1.63 9.41 3.13
H -1.87 10.00 1.49
H -0.35 8.21 1.43
H -1.82 7.59 0.67
H -3.00 5.98 1.67
H -3.19 6.44 3.38
H -2.18 5.06 2.94
C -4.17 -5.30 6.85
O -3.82 -5.69 5.54
C -4.52 -5.02 4.50
C -3.67 -4.00 3.78
N -3.36 -2.86 4.62
C -2.36 -1.93 4.09
C -0.97 -2.46 3.75
O -0.19 -2.81 4.88
C -0.46 -4.07 5.45
H -3.76 -6.05 7.52
H -3.75 -4.32 7.13
H -5.25 -5.26 6.97
H -5.43 -4.54 4.90
H -4.83 -5.78 3.78
H -4.22 -3.65 2.90
H -2.77 -4.52 3.41
H -3.07 -3.18 5.53
H -2.24 -1.13 4.82
H -2.76 -1.47 3.18
H -0.45 -1.65 3.26
H -1.00 -3.30 3.04
H -0.71 -4.81 4.68
H -1.28 -4.04 6.18
H 0.44 -4.40 5.97
```

The calculation puts the HOMO energy at -5.238 eV. The spin multiplicity is 1. The orbital gap is 0.2727 Eh. The charge is -1.



(2)
This record from the OMol25 dataset describes a molecular structure, C27H23HfN5O2. The level of theory is ωB97M-V/def2-TZVPD.

```
58
C27H23HfN5O2, DFT ωB97M-V/def2-TZVPD
Hf 0.25 -0.35 0.12
O -0.02 -1.78 1.45
C -1.07 -2.30 2.13
C -0.88 -3.42 2.92
C -1.93 -4.11 3.51
C -3.26 -3.77 3.28
C -3.50 -2.64 2.51
C -2.47 -1.88 1.89
C -2.68 -0.82 0.96
N -1.76 0.08 0.61
C -2.06 1.53 0.51
C -0.84 2.23 1.21
N 0.40 1.48 1.07
C 1.49 1.71 1.79
C 2.81 1.25 1.49
C 3.90 1.90 2.18
C 5.24 1.42 2.00
C 5.48 0.38 1.16
C 4.50 -0.17 0.36
C 3.15 0.24 0.52
O 2.23 -0.49 -0.11
H 0.16 -3.69 3.10
H -1.63 -4.82 4.25
H -4.11 -4.35 3.64
H -4.51 -2.39 2.20
H -3.69 -0.55 0.61
H -2.26 1.84 -0.57
H -2.99 1.80 1.05
H -0.77 3.23 0.75
H -1.11 2.42 2.28
H 1.48 2.55 2.49
H 3.64 2.80 2.75
H 6.04 1.91 2.61
H 6.48 -0.10 1.13
H 4.70 -1.04 -0.25
C 1.35 4.02 -3.90
C 0.14 3.40 -4.21
C -0.41 2.49 -3.37
C 0.33 1.97 -2.33
C 1.62 2.48 -2.03
C 2.05 3.57 -2.75
N -0.08 0.79 -1.82
N -1.08 0.26 -2.52
C -1.31 -1.04 -2.28
C -2.47 -1.66 -2.78
C -2.95 -2.73 -2.11
C -2.04 -3.50 -1.31
C -0.78 -3.00 -1.07
N -0.45 -1.75 -1.45
H 1.81 4.80 -4.49
H -0.34 3.69 -5.16
H -1.37 1.96 -3.56
H 2.17 1.99 -1.28
H 2.96 4.06 -2.41
H -3.17 -1.04 -3.36
H -3.97 -2.97 -2.15
H -2.29 -4.47 -0.92
H -0.14 -3.44 -0.34
```

The calculation puts the HOMO energy (alpha / beta) at -13.988 / -13.991 eV. The spin multiplicity is 1. The orbital gap (alpha / beta) is 0.2104 / 0.2094 Eh. The charge is +2.



(3)
This record from the OMol25 dataset describes a molecular structure, C35H58N3OP2Re. The level of theory is ωB97M-V/def2-TZVPD.

```
100
C35H58N3OP2Re, DFT ωB97M-V/def2-TZVPD
C -1.11 -2.40 -1.98
C 1.20 -2.01 -1.86
C -0.90 -3.39 -2.93
C 1.47 -3.16 -2.62
C 0.39 -3.81 -3.22
H -1.78 -3.84 -3.42
H 2.50 -3.39 -2.87
H 0.57 -4.63 -3.90
N -0.04 -1.87 -1.34
P -2.44 -0.81 -0.11
P 2.39 0.23 -0.31
C -2.45 -1.77 -1.71
H -2.73 -1.10 -2.54
H -3.21 -2.56 -1.75
C 0.01 1.67 0.81
O 0.10 2.74 1.30
C 2.12 -0.91 -1.73
H 3.15 -1.29 -1.91
C 3.62 1.34 -1.56
C 3.42 0.58 1.46
C -3.62 0.66 -0.43
C -3.39 -2.11 0.93
C 2.92 2.71 -1.53
H 2.80 3.15 -0.53
H 3.46 3.43 -2.16
H 1.90 2.61 -1.95
C 5.12 1.33 -1.22
H 5.40 1.68 -0.22
H 5.50 0.31 -1.37
H 5.63 1.98 -1.97
C 3.60 0.82 -2.99
H 4.01 1.59 -3.66
H 4.18 -0.10 -3.15
H 2.53 0.66 -3.25
C 3.76 2.07 1.59
H 2.84 2.65 1.72
H 4.38 2.21 2.49
H 4.31 2.51 0.75
C 2.64 0.28 2.73
H 1.72 0.87 2.81
H 2.40 -0.78 2.84
H 3.27 0.55 3.60
C 4.59 -0.40 1.40
H 5.27 -0.24 0.56
H 5.18 -0.32 2.33
H 4.21 -1.43 1.34
C -3.73 -1.53 2.30
H -4.17 -2.34 2.91
H -2.84 -1.17 2.83
H -4.46 -0.72 2.26
C -2.47 -3.32 1.09
H -2.25 -3.81 0.13
H -1.52 -3.06 1.57
H -2.98 -4.07 1.72
C -4.70 -2.63 0.29
H -4.94 -3.60 0.75
H -5.56 -1.97 0.48
H -4.65 -2.80 -0.79
C -3.22 1.29 -1.77
H -3.56 0.69 -2.63
H -3.68 2.29 -1.85
H -2.13 1.42 -1.85
C -3.43 1.67 0.71
H -2.43 2.13 0.70
H -4.17 2.48 0.58
H -3.58 1.22 1.70
C -5.10 0.28 -0.52
H -5.28 -0.51 -1.27
H -5.52 -0.01 0.45
H -5.65 1.17 -0.86
Re -0.03 -0.02 -0.06
N 0.26 0.71 -1.76
C 0.88 0.57 -2.83
C 0.29 1.35 -4.09
C 1.35 1.65 -5.13
C -0.80 0.46 -4.62
C -0.28 2.67 -3.61
H 2.12 2.32 -4.73
H 1.84 0.75 -5.51
H 0.91 2.17 -5.99
H -1.53 0.24 -3.82
H -1.34 0.96 -5.43
H -0.40 -0.47 -5.01
H -0.82 3.19 -4.42
H -1.02 2.52 -2.83
H 0.49 3.34 -3.24
C 0.21 -3.01 5.79
C 0.15 -2.37 4.44
C -0.53 -1.17 4.24
C -0.57 -0.59 2.97
N 0.03 -1.18 1.91
C 0.70 -2.35 2.09
C 0.76 -2.96 3.33
H 1.25 -3.26 6.06
H -0.18 -2.34 6.56
H -0.36 -3.95 5.83
H -1.05 -0.67 5.05
H -1.08 0.36 2.80
H 1.19 -2.79 1.20
H 1.29 -3.90 3.42
```

The calculation puts the HOMO energy (alpha / beta) at -16.710 / -17.171 eV. The spin multiplicity is 4. The orbital gap (alpha / beta) is 0.2694 / 0.2113 Eh. The charge is +3.



Listing maximum force for the structures above in their given order: 0.8 4.0 7.7 eV/A.